[1]
Here is a cluster of 2 separate species, C3H10O2S2 in total in a non-equilibrium geometry from OMol25. Energies are from ωB97M-V with the def2-TZVPD basis set.

```
! RIJCOSX wB97M-V def2-TZVPD def2/J DEFGRID3
* xyz 0 1
O 1.80388 -0.46344 -0.92850
C 0.57374 -1.02271 -1.20733
C -0.32780 -0.86323 0.05735
C -0.63922 0.58153 0.27323
S -2.33918 0.88356 0.90521
S -3.06836 -0.55852 2.12341
H 2.55205 -1.02063 -0.68152
H 0.69708 -2.07906 -1.57858
H 0.06578 -0.49144 -2.15603
H 0.09473 -1.32627 0.86401
H -1.13786 -1.51151 -0.21485
H -0.76598 1.15783 -0.69316
H -0.04887 1.07752 1.00199
H -3.26999 0.09369 3.24768
O 1.96742 2.24677 -0.31367
H 2.14876 1.67046 -1.01639
H 1.69381 1.62548 0.31714
*
```

Its LUMO energy is 0.47 eV. Its SMILES is OCCCSS.O. Its HOMO energy is -8.65 eV. The calculation puts the HOMO-LUMO gap at 9.12 eV.

[2]
Here is a structure of composition C33H42FeN12OTe from OMol25. Energies are from ωB97M-V with the def2-TZVPD basis set.

```
! RIJCOSX wB97M-V def2-TZVPD def2/J DEFGRID3
* xyz 0 5
Fe -1.24973 -1.28269 2.10313
N -2.80215 -3.86035 3.62373
C -3.36336 -2.61855 3.77286
N -4.45561 -2.35913 4.45889
N -4.62156 -1.02191 4.30905
N -3.69571 -0.51515 3.59348
N -2.83849 -1.52364 3.22578
C -1.87717 -4.12048 2.64025
N -1.50954 -5.32845 2.28738
N -0.62437 -5.12133 1.27755
N -0.46476 -3.87915 1.04433
N -1.26426 -3.17848 1.91104
H -3.29658 -4.64615 4.01061
C 2.55116 4.80736 -5.29685
C 2.11971 3.78556 -4.27999
C 2.92471 3.46987 -3.19344
C 2.53650 2.52677 -2.24830
C 3.46564 2.22295 -1.09758
C 1.30161 1.88223 -2.39598
Te 0.68733 0.56829 -0.81666
N 0.20580 -1.11818 1.11976
C 1.44415 -1.55038 1.12197
O 2.26094 -1.14876 0.23114
C 1.96670 -2.50850 2.14347
C 2.89001 -3.46724 1.74316
C 3.33556 -4.42185 2.64256
C 2.87431 -4.41555 3.95215
C 1.97210 -3.44524 4.36447
C 1.51821 -2.49762 3.45887
C 0.18689 -1.00073 -2.11112
C 1.16832 -1.47389 -2.98783
C 2.58919 -0.97443 -3.00787
C 0.81325 -2.47347 -3.88823
C -0.46227 -3.01581 -3.92165
C -0.82301 -4.10678 -4.89223
C -1.40329 -2.53584 -3.02140
C -1.10612 -1.53386 -2.10750
C -2.21406 -1.09244 -1.18741
C 0.45842 2.20603 -3.46595
C -0.90683 1.59413 -3.66882
C 0.89355 3.14545 -4.39579
H 3.56974 5.14475 -5.11035
H 1.89709 5.68094 -5.27399
H 2.50897 4.39662 -6.30658
H 3.88207 3.96721 -3.07962
H 4.40254 2.76733 -1.20479
H 3.70077 1.15886 -1.02986
H 3.02941 2.51222 -0.13644
H 3.22998 -3.46913 0.71646
H 4.03358 -5.18234 2.31780
H 3.21489 -5.16883 4.65071
H 1.61358 -3.43268 5.38557
H 0.81638 -1.74234 3.78951
H 2.92334 -0.64580 -2.02470
H 2.70514 -0.14216 -3.70590
H 3.25688 -1.77662 -3.32029
H 1.56932 -2.85090 -4.56851
H -0.00273 -4.31478 -5.57775
H -1.69871 -3.83063 -5.48141
H -1.06369 -5.02968 -4.36192
H -2.40338 -2.95741 -3.02250
H -3.15588 -1.02728 -1.73373
H -2.02587 -0.11889 -0.73204
H -2.34291 -1.82616 -0.39013
H -1.35516 1.24634 -2.73924
H -0.86033 0.73390 -4.34056
H -1.58292 2.32820 -4.10763
H 0.24567 3.38783 -5.23287
C -0.82262 4.93389 3.39994
C -0.53166 4.12284 2.14657
N -1.33699 2.90600 2.04861
C -2.73919 3.06661 1.66056
C -3.73332 2.93283 2.81119
C -0.84040 1.68301 2.29594
C 0.60635 1.54652 2.67346
N -1.57339 0.61104 2.22806
H -0.18012 5.81428 3.43472
H -0.64277 4.34007 4.29732
H -1.85809 5.27406 3.42172
H 0.52017 3.85639 2.10878
H -0.73431 4.71767 1.25340
H -2.96080 2.34636 0.86575
H -2.82402 4.05574 1.21094
H -3.62768 1.99169 3.35234
H -4.75112 2.97875 2.42209
H -3.60749 3.74535 3.52673
H 1.26339 1.89978 1.87794
H 0.82773 0.50252 2.85561
H 0.82057 2.12032 3.57618
H -2.56718 0.77305 2.10189
*
```

Its expectation value of S² is 6.0390. Its LUMO energy (alpha / beta) is -0.02 / -1.85 eV. Its HOMO energy (alpha / beta) is -8.13 / -8.16 eV. The calculation puts the HOMO-LUMO gap (alpha / beta) at 8.10 / 6.31 eV.

[3]
Here is a structure of composition C42H42F6N7OS7SbSeSr in a non-equilibrium geometry from OMol25. Energies are from ωB97M-V with the def2-TZVPD basis set.

```
! RIJCOSX wB97M-V def2-TZVPD def2/J DEFGRID3
* xyz -1 2
Sr -1.28284 -0.19231 -0.23871
N 2.02859 -2.97428 -3.71977
C 1.31622 -2.78324 -4.91176
C 1.91497 -3.05593 -6.12967
C 1.22141 -2.85514 -7.31963
C -0.05985 -2.34221 -7.29893
C -0.67431 -2.07698 -6.07801
C -0.00085 -2.33028 -4.90125
S -0.82293 -2.10410 -3.34834
N 0.37162 -2.26258 -2.21714
C 1.56527 -2.63836 -2.46126
C 2.48858 -2.85591 -1.31868
C 3.81861 -3.23972 -1.49118
C 4.56680 -3.58036 -0.37524
C 3.97818 -3.52452 0.87209
C 2.66417 -3.07551 0.95504
N 1.94508 -2.74566 -0.10537
H 2.99416 -3.22092 -3.82712
H 2.92870 -3.44012 -6.14797
H 1.69689 -3.09770 -8.26058
H -0.58929 -2.15032 -8.22217
H -1.67767 -1.67394 -6.02964
H 4.28723 -3.27288 -2.46516
H 5.59801 -3.89188 -0.48636
H 4.51511 -3.81685 1.76280
H 2.16543 -2.98820 1.91177
C -3.51567 4.99505 -0.11960
N -2.26769 5.10818 0.59903
C -1.76068 6.22693 1.21632
C -0.54149 5.91864 1.68111
N -0.27594 4.59527 1.34188
C -1.36967 4.08448 0.67467
S -1.79229 2.58665 0.10902
C 1.01873 4.03974 1.46088
C 1.82359 4.39055 2.53635
C 3.14071 3.96012 2.52222
C 3.58878 3.19699 1.46024
C 2.67890 2.85456 0.47035
N 1.42365 3.27130 0.46273
H -4.02392 5.95604 -0.08416
H -4.13920 4.22324 0.33206
H -3.32248 4.70278 -1.15243
H -2.31270 7.14770 1.25972
H 0.17449 6.53358 2.19176
H 1.41980 4.94956 3.36949
H 3.80429 4.21137 3.33866
H 4.60952 2.84472 1.41766
H 2.96691 2.23062 -0.36798
Se -4.04343 -0.34152 -0.85786
C -4.67503 -2.13464 -0.83487
C -5.96832 -2.40624 -0.38137
C -6.42650 -3.71223 -0.39304
N -5.71459 -4.74504 -0.84172
C -4.49227 -4.47640 -1.29325
C -3.92423 -3.21337 -1.30687
H -6.58999 -1.59900 -0.01873
H -7.41968 -3.95326 -0.02600
H -3.93652 -5.33107 -1.66853
H -2.92008 -3.06501 -1.68224
C -0.87385 -4.08605 0.79550
C -1.48734 -3.97521 2.19023
C -3.00696 -3.75221 2.08309
C -0.92920 -2.89243 3.09783
C -0.30767 -3.26074 4.26807
C -0.13390 -2.35794 5.31739
C -0.73107 -1.10069 5.23299
C -1.31569 -0.65622 4.06878
C -2.12400 0.62767 4.11073
C -3.50014 0.41585 3.46008
C -1.40498 1.81500 3.46848
C -1.26281 -1.49511 2.88329
O -1.56249 -1.06230 1.72776
H -1.38512 -4.87416 0.24057
H 0.18168 -4.33898 0.85590
H -0.96684 -3.14508 0.25583
H -1.32699 -4.92991 2.70316
H -3.20333 -2.81092 1.57116
H -3.45278 -3.70199 3.07856
H -3.48632 -4.55758 1.52627
H 0.00930 -4.28843 4.40136
H 0.36122 -2.66481 6.22911
H -0.74572 -0.46279 6.10856
H -2.28617 0.86346 5.16818
H -3.39344 0.27996 2.38599
H -4.14567 1.27484 3.64476
H -3.98032 -0.47292 3.87428
H -1.00801 1.51893 2.50135
H -0.58157 2.15898 4.09060
H -2.10209 2.64423 3.33341
F -0.28150 0.61358 -1.86688
Sb -1.10119 1.64361 -3.29821
F -2.28210 0.27296 -3.86892
F 0.30916 0.83723 -4.28597
F -1.43481 2.66042 -4.86060
F -0.08031 3.08043 -2.61732
F -2.69561 2.40505 -2.59936
C 5.03261 -1.65207 3.61760
S 3.69913 -2.54582 4.48436
C 2.84273 -1.16070 5.12748
C 2.16438 -0.25315 4.36042
S 1.83834 -0.35954 2.70825
S 1.63808 1.16552 5.29036
C 2.15426 0.66109 6.86577
S 1.89986 1.54384 8.22759
S 2.99382 -0.85094 6.84381
H 5.74740 -2.38785 3.25432
H 5.51944 -0.97711 4.31769
H 4.58700 -1.10470 2.78907
*
```

Its expectation value of S² is 0.7758. Its LUMO energy (alpha / beta) is 1.88 / -0.25 eV. Its HOMO energy (alpha / beta) is -4.75 / -4.71 eV. The calculation puts the HOMO-LUMO gap (alpha / beta) at 6.63 / 4.46 eV.

[4]
Here is a structure of composition C28H20Cl5CoIN2O3PS2 in a non-equilibrium geometry from OMol25. Energies are from ωB97M-V with the def2-TZVPD basis set.

```
! RIJCOSX wB97M-V def2-TZVPD def2/J DEFGRID3
* xyz 0 5
Co -0.66398 1.44083 0.86319
I 2.90135 -0.13881 3.02906
C 3.25646 -0.13083 0.91805
C 4.43619 0.60643 0.58984
C 5.25318 0.11707 -0.44190
C 4.82728 -0.97979 -1.15721
C 3.63067 -1.64684 -0.87599
C 3.42918 -2.95075 -1.37786
C 2.29696 -3.62153 -0.96771
C 1.27549 -2.96687 -0.17407
C 1.39114 -1.62409 0.17627
P -0.24053 -0.62128 0.13303
C -1.22578 -1.84564 1.14739
C -1.98669 -2.92524 0.64565
C -2.68356 -3.68677 1.54742
C -2.58512 -3.48738 2.95149
C -1.72739 -2.49623 3.46430
C -1.08717 -1.66510 2.53376
C -0.48711 -0.77229 -1.65550
C 0.50045 -0.22383 -2.50454
C 0.40541 -0.33932 -3.85697
C -0.71208 -0.81746 -4.46653
C -1.78056 -1.23431 -3.67104
C -1.67257 -1.18320 -2.28986
C 2.68532 -1.08017 0.08187
H 4.70480 1.49346 1.16000
H 6.24546 0.60863 -0.60249
H 5.47073 -1.37437 -1.99488
H 4.20496 -3.40106 -2.01927
H 2.10768 -4.68754 -1.28706
H 0.47042 -3.59085 0.20693
H -2.04995 -3.19399 -0.41465
H -3.22511 -4.51225 1.19018
H -3.10510 -4.12211 3.65954
H -1.70724 -2.29050 4.49931
H -0.43721 -0.85576 2.89205
H 1.40504 0.14504 -2.04385
H 1.31655 -0.05044 -4.37391
H -0.71105 -0.96221 -5.52513
H -2.65333 -1.63560 -4.20849
H -2.58471 -1.36056 -1.69195
Cl 2.06706 3.30220 0.15891
C 0.59341 3.57731 -0.73318
C -0.57353 2.81714 -0.53790
C -1.75379 3.17498 -1.15566
Cl -3.04904 2.03757 -1.40107
C -1.91431 4.41603 -1.80500
Cl -3.37830 4.87300 -2.46196
C -0.76393 5.22949 -1.94374
Cl -0.92124 6.80684 -2.54137
C 0.53008 4.68111 -1.65660
Cl 1.92918 5.54342 -2.11476
O -2.29774 2.33273 4.29064
S -0.95437 1.80640 4.51586
O 0.02462 2.62016 5.20345
O -0.87387 0.37317 4.77939
S 0.32171 1.95899 2.63426
N -3.06088 2.18349 1.61252
N -2.44376 0.89153 1.69078
H -3.20325 2.44939 2.63130
H -3.94652 2.18149 1.04522
H -2.91504 0.24368 1.00809
H -2.30500 0.56338 2.69234
*
```

Its expectation value of S² is 6.0230. Its LUMO energy (alpha / beta) is -0.78 / -2.33 eV. Its HOMO energy (alpha / beta) is -8.02 / -8.20 eV. The calculation puts the HOMO-LUMO gap (alpha / beta) at 7.25 / 5.87 eV.

ΔE to the lowest compared entry with this formula, charge and spin (computed, kJ/mol): 110.2; 46.1; 28.5; 172.6